{"formula": "C18H14AuN9O4S2", "method": "wB97M-V/def2-TZVPD", "gap_ev": 6.2, "charge": 0, "e_homo_ev": -7.09, "e_above_lowest_kcal_mol": 4.1, "species": ["H", "C", "C", "C", "O", "H", "N", "C", "H", "C", "H", "C", "C", "H", "H", "H", "S", "H", "N", "N", "H", "N", "O", "O", "C", "H", "Au", "H", "N", "C", "C", "C", "O", "C", "H", "H", "N", "N", "C", "C", "C", "C", "C", "N", "C", "H", "N", "S"], "coordinates": [[2.35, 3.49, -0.61], [-4.09, 1.40, 4.47], [5.24, 1.69, -0.84], [-1.32, 0.76, -2.30], [-1.83, 2.19, 0.47], [-5.17, -0.34, 5.11], [3.51, -1.85, -2.48], [3.02, 2.65, -0.77], [-0.80, 1.67, -2.03], [4.69, 0.48, -1.17], [5.35, -0.38, -1.28], [-2.04, -1.04, 1.68], [2.41, 1.41, -1.12], [-4.03, -1.87, 3.50], [3.14, -3.83, -3.25], [-2.87, 2.97, 3.64], [-1.27, 1.42, 1.55], [4.79, 3.75, -0.37], [1.63, -1.55, -1.47], [-1.15, -0.17, 1.07], [0.75, -3.46, -1.94], [-3.46, -1.27, -3.96], [1.14, 1.30, -1.26], [-2.14, -2.21, 1.41], [-2.52, 1.05, 2.74], [4.41, -1.64, -2.87], [0.24, -0.82, -0.20], [-4.59, 2.05, 5.18], [-1.05, -0.43, -1.75], [1.60, -2.81, -2.04], [2.80, -0.97, -1.73], [-2.84, -0.29, 2.69], [-0.06, 1.85, 2.16], [-3.80, -0.82, 3.54], [-3.86, -2.05, -3.46], [-4.18, -0.57, -4.16], [1.43, -1.24, 1.30], [-1.84, -1.33, -2.29], [1.16, -1.39, 2.46], [-4.42, 0.04, 4.43], [2.77, -3.00, -2.68], [3.31, 0.32, -1.32], [4.38, 2.78, -0.64], [-2.29, 0.63, -3.19], [-3.13, 1.92, 3.62], [6.31, 1.80, -0.70], [-2.55, -0.66, -3.12], [0.89, -1.62, 4.00]], "nbo_charge": [0.213, -0.186, -0.297, 0.195, -0.934, 0.221, -0.503, -0.250, 0.302, -0.154, 0.190, 0.660, 0.424, 0.238, 0.230, 0.237, 2.310, 0.208, -0.522, -0.934, 0.235, -0.590, -0.858, -0.587, -0.230, 0.433, 1.477, 0.222, -0.338, -0.083, 0.450, -0.153, -0.897, -0.155, 0.390, 0.392, -0.683, -0.029, 0.201, -0.198, -0.081, -0.283, -0.182, -0.256, -0.206, 0.210, 0.188, -0.038]}

=====

{"formula": "C4H14NO5", "method": "wB97M-V/def2-TZVPD", "gap_ev": [3.1, 6.7], "charge": -2, "s2": 0.7528, "e_homo_ev": [3.18, -0.43], "multiplicity": 2, "species": ["H", "O", "H", "H", "O", "O", "C", "H", "H", "H", "H", "H", "H", "C", "N", "C", "H", "O", "H", "O", "H", "H", "C", "H"], "coordinates": [[2.37, 0.89, 0.24], [2.77, 1.65, -0.25], [-0.45, 0.12, 2.30], [2.19, 2.37, 0.02], [-2.85, 1.32, -1.47], [2.37, -0.91, -2.24], [-3.04, 0.78, -0.36], [1.35, -1.04, 0.68], [-0.86, 1.75, -0.12], [0.08, 0.43, -0.61], [-2.21, -0.39, 1.28], [-0.98, -1.88, -0.19], [1.93, -1.41, -1.50], [-1.96, -0.17, 0.26], [-1.89, -1.47, -0.45], [-0.62, 0.72, 0.18], [-1.79, -1.33, -1.45], [1.29, -2.06, -0.03], [2.48, -0.04, -1.84], [1.40, 0.01, 1.32], [1.57, -2.87, 0.40], [0.50, 1.61, 1.94], [0.15, 0.69, 1.54], [-3.78, 1.22, 0.34]], "mulliken_spin": [-0.003, -0.001, 0.004, 0.001, -0.085, 0.001, 0.824, 0.006, 0.060, -0.025, 0.005, 0.000, 0.001, -0.117, 0.179, 0.014, -0.061, -0.008, 0.002, -0.003, -0.002, 0.001, 0.027, 0.179]}

=====

{"formula": "C4H4Cl12", "method": "wB97M-V/def2-TZVPD", "gap_ev": 11.3, "charge": 0, "e_homo_ev": -11.08, "e_above_lowest_kcal_mol": 16.1, "species": ["C", "Cl", "C", "H", "Cl", "Cl", "Cl", "H", "C", "Cl", "Cl", "Cl", "Cl", "Cl", "C", "Cl", "Cl", "Cl", "H", "H"], "coordinates": [[-1.34, -0.03, 6.76], [0.05, -3.48, -0.01], [1.17, 2.06, -7.26], [-1.86, -0.23, 7.70], [-0.41, 1.30, -7.49], [1.12, -5.70, 1.57], [-2.39, 0.95, 5.68], [0.46, -5.72, -0.70], [-0.91, 2.82, 0.77], [-0.86, -1.59, 5.98], [2.63, -4.69, -0.66], [-0.28, 2.68, -0.89], [0.03, 3.97, 1.66], [1.45, 3.40, -8.52], [0.96, -5.00, -0.05], [0.03, 0.90, 7.24], [2.33, 0.73, -7.51], [-2.62, 3.35, 0.68], [-0.85, 1.87, 1.29], [1.29, 2.42, -6.24]], "nbo_charge": [-0.276, 0.017, -0.240, 0.230, 0.027, 0.022, 0.003, 0.233, -0.284, 0.000, -0.003, 0.011, 0.040, -0.025, -0.269, 0.043, 0.004, -0.001, 0.234, 0.235]}

=====

{"formula": "CH10O3", "method": "wB97M-V/def2-TZVPD", "gap_ev": 12.0, "charge": 0, "e_homo_ev": -11.28, "e_above_lowest_kcal_mol": 9.4, "species": ["H", "O", "H", "H", "H", "H", "O", "H", "H", "H", "O", "H", "C", "H"], "coordinates": [[-1.57, -1.84, -2.42], [1.70, -1.02, 0.97], [2.23, -1.22, 1.76], [-1.10, -0.83, -0.99], [1.66, -0.05, 1.07], [0.88, 2.17, 2.38], [-0.86, 1.87, -0.53], [1.06, 2.78, 0.92], [-1.88, -2.43, -0.82], [-0.18, -2.23, -1.42], [1.30, 2.08, 1.53], [-1.73, 1.47, -0.68], [-1.19, -1.83, -1.40], [-0.31, 1.09, -0.37]], "nbo_charge": [0.210, -0.950, 0.463, 0.189, 0.484, 0.484, -0.945, 0.496, 0.213, 0.226, -0.975, 0.472, -0.841, 0.475]}